{
  "formula": "C51H56BrF5N4O3PS2Sc",
  "method": "ωB97M-V/def2-TZVPD",
  "relative_energy_kj_mol": 12.8,
  "mol_weight_g_mol": 1087.99,
  "symbols": ["Sc", "F", "C", "C", "F", "C", "F", "C", "S", "C", "F", "C", "F", "C", "C", "C", "C", "C", "C", "C", "Br", "C", "O", "C", "C", "C", "C", "C", "C", "H", "H", "H", "H", "H", "H", "H", "H", "H", "H", "H", "H", "H", "H", "H", "H", "H", "H", "H", "H", "C", "C", "C", "C", "C", "C", "C", "S", "O", "O", "N", "C", "C", "C", "C", "C", "N", "H", "H", "H", "H", "H", "H", "H", "H", "H", "H", "H", "C", "C", "N", "C", "C", "N", "C", "C", "H", "H", "H", "H", "H", "H", "H", "H", "H", "H", "H", "H", "C", "P", "C", "C", "C", "C", "C", "C", "C", "C", "C", "C", "C", "C", "H", "H", "H", "H", "H", "H", "H", "H", "H", "H", "H", "H", "H"],
  "positions_angstrom": [[0.007, -0.320, -0.586], [-5.085, 4.727, -0.921], [-4.494, 3.534, -0.913], [-3.270, 3.356, -1.529], [-2.685, 4.386, -2.151], [-2.667, 2.113, -1.513], [-1.487, 1.989, -2.136], [-3.238, 1.003, -0.904], [-2.515, -0.595, -0.888], [-4.477, 1.219, -0.299], [-5.109, 0.210, 0.309], [-5.099, 2.453, -0.296], [-6.282, 2.610, 0.300], [0.776, -6.445, 4.197], [2.036, -5.682, 3.784], [3.135, -6.703, 3.462], [2.478, -4.805, 4.965], [1.786, -4.781, 2.578], [0.552, -4.672, 1.963], [0.368, -3.739, 0.955], [-1.333, -3.654, 0.121], [1.379, -2.872, 0.537], [1.088, -1.887, -0.317], [2.688, -3.096, 1.027], [2.831, -4.017, 2.056], [3.926, -2.477, 0.353], [3.882, -0.952, 0.183], [4.039, -3.140, -1.030], [5.219, -2.784, 1.119], [0.993, -7.061, 5.072], [0.425, -7.106, 3.402], [-0.036, -5.763, 4.463], [3.317, -7.348, 4.326], [4.077, -6.214, 3.207], [2.843, -7.333, 2.619], [2.660, -5.422, 5.849], [1.709, -4.067, 5.211], [3.395, -4.259, 4.737], [-0.292, -5.275, 2.265], [3.811, -4.153, 2.488], [3.019, -0.611, -0.381], [4.779, -0.635, -0.356], [3.887, -0.437, 1.145], [3.120, -3.015, -1.604], [4.216, -4.212, -0.921], [4.867, -2.708, -1.599], [5.187, -2.391, 2.138], [6.054, -2.305, 0.603], [5.434, -3.853, 1.165], [0.366, 8.073, 0.359], [0.567, 6.584, 0.331], [0.008, 5.803, -0.678], [0.186, 4.431, -0.696], [0.928, 3.835, 0.311], [1.507, 4.588, 1.322], [1.319, 5.959, 1.325], [1.120, 2.086, 0.326], [-0.242, 1.491, 0.468], [1.984, 1.747, 1.430], [1.544, 1.508, -1.072], [2.324, 2.317, -1.919], [3.453, 2.994, -1.438], [4.150, 3.819, -2.299], [3.738, 3.924, -3.620], [2.639, 3.182, -4.013], [1.935, 2.402, -3.192], [-0.233, 8.407, -0.488], [1.323, 8.596, 0.328], [-0.143, 8.377, 1.275], [-0.577, 6.273, -1.459], [-0.239, 3.830, -1.489], [2.087, 4.094, 2.091], [1.761, 6.555, 2.115], [3.769, 2.855, -0.412], [5.017, 4.364, -1.946], [4.258, 4.552, -4.330], [2.292, 3.216, -5.041], [-0.199, -2.322, -3.070], [0.063, -2.809, -4.515], [0.707, -1.764, -5.307], [-0.151, -0.581, -5.308], [-0.381, -0.060, -3.869], [0.318, -0.938, -2.895], [1.767, -0.948, -3.222], [1.980, -1.420, -4.680], [0.289, -2.958, -2.335], [-1.264, -2.303, -2.838], [-0.870, -3.089, -5.007], [0.711, -3.687, -4.517], [-1.098, -0.848, -5.783], [0.322, 0.184, -5.926], [-1.437, -0.058, -3.605], [0.014, 0.944, -3.743], [2.256, -1.603, -2.504], [2.148, 0.056, -3.081], [2.632, -2.296, -4.715], [2.451, -0.634, -5.274], [-1.589, 0.814, 2.972], [-0.779, -0.749, 2.442], [0.465, -0.937, 3.766], [0.122, -1.027, 5.117], [1.107, -1.103, 6.088], [2.450, -1.082, 5.722], [2.798, -0.981, 4.385], [1.807, -0.909, 3.414], [-2.066, -1.958, 2.915], [-3.371, -1.742, 2.471], [-4.366, -2.674, 2.716], [-4.072, -3.841, 3.408], [-2.780, -4.064, 3.859], [-1.783, -3.128, 3.616], [-0.828, 1.590, 3.037], [-2.074, 0.689, 3.940], [-2.325, 1.121, 2.228], [-0.921, -1.050, 5.411], [0.831, -1.176, 7.133], [3.219, -1.143, 6.481], [3.841, -0.957, 4.092], [2.077, -0.816, 2.373], [-3.611, -0.854, 1.902], [-5.370, -2.491, 2.354], [-4.848, -4.573, 3.596], [-2.542, -4.972, 4.401], [-0.775, -3.321, 3.962]]
}

{
  "formula": "C3H3N3O2",
  "method": "ωB97M-V/def2-TZVPD",
  "relative_energy_kj_mol": 676.8,
  "smiles": "C=NO/C(C#N)=N/O",
  "mol_weight_g_mol": 113.08,
  "symbols": ["C", "C", "C", "H", "H", "H", "N", "N", "N", "O", "O"],
  "positions_angstrom": [[0.392, -0.611, 0.033], [-1.858, 1.844, -0.490], [1.365, -1.202, -0.967], [1.698, -1.553, 2.359], [-2.530, 2.603, -0.082], [-1.583, 1.750, -1.634], [0.633, -0.662, 1.284], [-1.294, 0.986, 0.336], [1.905, -1.799, -1.749], [1.915, -1.358, 1.327], [-0.642, 0.001, -0.417]]
}

{
  "formula": "C14H30N4O4",
  "method": "ωB97M-V/def2-TZVPD",
  "total_energy_ev": -29144.297,
  "mol_weight_g_mol": 318.42,
  "symbols": ["C", "O", "N", "C", "C", "H", "H", "H", "H", "H", "H", "H", "C", "O", "N", "C", "C", "H", "H", "H", "H", "H", "H", "H", "C", "O", "N", "C", "C", "H", "H", "H", "H", "H", "H", "H", "C", "C", "O", "C", "H", "H", "H", "H", "H", "H", "C", "C", "N", "H", "H", "H"],
  "positions_angstrom": [[-20.212, 6.032, 29.177], [-19.918, 7.163, 28.838], [-20.013, 5.453, 30.377], [-19.110, 6.058, 31.337], [-20.460, 4.111, 30.721], [-20.858, 5.453, 28.500], [-19.208, 7.141, 31.404], [-18.110, 5.975, 30.911], [-19.146, 5.645, 32.345], [-20.936, 4.128, 31.701], [-21.210, 3.812, 29.989], [-19.530, 3.546, 30.648], [-14.168, 5.993, 29.096], [-13.300, 6.092, 28.203], [-15.535, 5.990, 28.895], [-16.386, 5.883, 30.061], [-16.173, 6.140, 27.621], [-13.989, 5.908, 30.179], [-17.159, 6.645, 29.961], [-15.902, 6.195, 30.986], [-16.956, 4.955, 30.092], [-16.824, 5.272, 27.517], [-16.708, 7.089, 27.636], [-15.634, 6.142, 26.673], [-16.168, 8.745, 25.616], [-15.891, 7.522, 25.507], [-17.159, 9.215, 26.365], [-17.401, 10.630, 26.534], [-18.158, 8.325, 27.118], [-15.499, 9.509, 25.191], [-18.297, 10.883, 25.966], [-16.500, 11.108, 26.152], [-17.309, 10.830, 27.602], [-18.901, 7.981, 26.398], [-17.537, 7.517, 27.504], [-18.599, 8.999, 27.853], [-17.014, 8.862, 29.451], [-17.056, 8.769, 30.990], [-16.066, 8.844, 31.600], [-18.341, 8.409, 31.751], [-17.649, 8.082, 29.030], [-16.025, 8.841, 28.994], [-17.565, 9.694, 29.012], [-19.105, 8.360, 30.976], [-18.798, 9.115, 32.444], [-18.263, 7.462, 32.286], [-17.546, 4.958, 34.171], [-16.987, 5.665, 33.017], [-16.698, 6.258, 32.077], [-18.467, 4.482, 33.834], [-17.731, 5.590, 35.040], [-16.876, 4.127, 34.391]]
}

{
  "formula": "C35H31F2N6OPtS2",
  "method": "ωB97M-V/def2-TZVPD",
  "s_squared": 0.785,
  "relative_energy_kj_mol": 83.9,
  "spin_multiplicity": 2,
  "mol_weight_g_mol": 848.88,
  "symbols": ["Pt", "F", "C", "C", "C", "C", "C", "F", "C", "C", "C", "C", "C", "C", "N", "H", "H", "H", "H", "H", "H", "C", "C", "C", "C", "C", "C", "C", "C", "C", "C", "C", "C", "C", "C", "C", "H", "H", "H", "H", "H", "H", "H", "H", "H", "H", "C", "N", "C", "C", "C", "N", "C", "O", "N", "H", "H", "H", "H", "H", "H", "H", "S", "C", "C", "N", "C", "S", "N", "C", "H", "H", "H", "H", "H", "H", "H", "H"],
  "positions_angstrom": [[0.720, -1.994, 1.376], [3.451, -3.026, 5.961], [3.485, -2.677, 4.661], [2.321, -2.727, 3.927], [2.343, -2.378, 2.577], [3.568, -1.990, 1.985], [4.704, -1.945, 2.795], [5.890, -1.545, 2.284], [4.698, -2.281, 4.129], [3.539, -1.671, 0.553], [4.639, -1.465, -0.280], [4.448, -1.311, -1.639], [3.167, -1.353, -2.165], [2.113, -1.506, -1.293], [2.292, -1.661, 0.022], [1.413, -3.037, 4.426], [5.597, -2.234, 4.724], [5.631, -1.451, 0.137], [5.302, -1.165, -2.288], [2.975, -1.231, -3.220], [1.088, -1.502, -1.630], [-0.041, -0.057, 1.177], [-0.539, 1.061, 1.159], [-1.060, 2.354, 1.056], [-2.507, 2.501, 0.915], [-3.365, 1.523, 1.441], [-4.738, 1.617, 1.288], [-5.298, 2.682, 0.591], [-4.463, 3.650, 0.047], [-3.088, 3.564, 0.206], [-0.148, 3.492, 1.082], [-0.552, 4.767, 1.508], [0.343, 5.824, 1.541], [1.663, 5.640, 1.153], [2.083, 4.379, 0.746], [1.196, 3.319, 0.716], [-2.929, 0.683, 1.967], [-5.377, 0.853, 1.713], [-6.372, 2.756, 0.473], [-4.885, 4.478, -0.510], [-2.450, 4.311, -0.247], [-1.566, 4.922, 1.850], [0.008, 6.796, 1.884], [2.360, 6.468, 1.177], [3.111, 4.221, 0.444], [1.517, 2.341, 0.382], [-2.981, -3.437, -2.837], [-1.841, -3.905, -2.059], [-1.282, -5.117, -2.265], [-0.225, -5.541, -1.544], [0.270, -4.650, -0.540], [-0.261, -3.448, -0.348], [-1.325, -3.019, -1.094], [-1.834, -1.920, -0.984], [1.283, -5.025, 0.249], [-3.308, -4.238, -3.495], [-2.703, -2.563, -3.424], [-3.791, -3.152, -2.168], [-1.733, -5.723, -3.039], [0.213, -6.513, -1.705], [1.778, -5.881, 0.083], [1.600, -4.367, 0.958], [-1.624, -2.721, 3.670], [-0.552, -2.380, 2.629], [-2.751, 0.705, -2.036], [-1.328, 0.731, -1.784], [-0.501, 1.746, -2.087], [1.158, 1.611, -1.829], [-1.089, 2.835, -2.628], [-0.399, 4.045, -3.018], [-3.147, -0.202, -1.588], [-2.967, 0.689, -3.110], [-3.271, 1.553, -1.579], [-0.936, -0.011, -1.222], [-2.095, 2.843, -2.671], [0.657, 3.920, -2.796], [-0.779, 4.899, -2.454], [-0.523, 4.237, -4.085]]
}

{
  "formula": "C5H13N",
  "method": "ωB97M-V/def2-TZVPD",
  "relative_energy_kj_mol": 699.9,
  "mol_weight_g_mol": 87.17,
  "symbols": ["C", "C", "C", "C", "C", "N", "H", "H", "H", "H", "H", "H", "H", "H", "H", "H", "H", "H", "H"],
  "positions_angstrom": [[2.842, 0.470, -0.364], [1.595, -0.079, -0.648], [0.423, 0.324, 0.042], [-0.784, -0.534, 0.023], [0.285, 1.636, 0.745], [-3.265, 0.274, 0.011], [2.945, 1.323, 0.331], [3.660, 0.115, -0.964], [0.345, -3.563, 0.062], [1.514, -0.822, -1.539], [0.199, -4.043, -0.474], [-0.965, -1.233, -0.794], [-0.945, -1.316, 0.829], [-1.779, -0.019, 0.130], [1.316, 2.005, 0.439], [-0.451, 2.256, 0.098], [0.041, 1.616, 1.804], [-3.583, 0.914, -0.641], [-3.392, 0.675, 0.912]]
}

{
  "formula": "C27H66N3O9",
  "method": "ωB97M-V/def2-TZVPD",
  "total_energy_ev": -51967.181,
  "mol_weight_g_mol": 576.84,
  "charge": -1,
  "symbols": ["O", "C", "O", "O", "H", "C", "C", "C", "O", "C", "N", "H", "H", "H", "H", "H", "H", "H", "H", "H", "H", "H", "C", "C", "C", "O", "C", "N", "H", "H", "H", "H", "H", "H", "H", "H", "H", "H", "H", "C", "C", "C", "C", "C", "C", "N", "O", "C", "C", "C", "H", "H", "H", "H", "H", "H", "H", "H", "H", "H", "H", "H", "H", "H", "H", "H", "H", "H", "H", "C", "C", "C", "O", "H", "H", "H", "H", "H", "H", "H", "H", "C", "C", "C", "O", "H", "H", "H", "H", "H", "H", "H", "H", "C", "C", "C", "O", "H", "H", "H", "H", "H", "H", "H", "H"],
  "positions_angstrom": [[11.126, 9.461, 10.425], [10.945, 10.066, 11.736], [11.666, 9.590, 12.637], [10.012, 10.853, 11.760], [11.843, 8.833, 10.458], [9.453, 8.334, 16.617], [8.598, 8.685, 15.358], [7.898, 7.395, 14.969], [6.944, 7.436, 13.897], [7.332, 8.243, 12.803], [7.637, 9.720, 15.533], [10.146, 9.090, 17.036], [10.112, 7.504, 16.373], [8.835, 8.130, 17.477], [9.339, 8.970, 14.474], [7.259, 7.019, 15.765], [8.637, 6.658, 14.662], [7.284, 9.301, 13.115], [6.580, 8.019, 12.067], [8.338, 8.075, 12.486], [7.970, 10.623, 15.439], [7.009, 9.649, 16.344], [11.059, 13.818, 15.719], [10.960, 12.601, 14.852], [11.394, 11.402, 15.623], [12.805, 11.349, 15.951], [13.165, 10.059, 16.321], [9.579, 12.363, 14.446], [12.050, 13.977, 15.950], [10.329, 13.834, 16.514], [10.730, 14.678, 15.026], [11.653, 12.672, 14.036], [11.166, 10.557, 14.979], [10.703, 11.408, 16.501], [12.674, 9.804, 17.232], [14.262, 9.989, 16.440], [12.850, 9.249, 15.638], [9.487, 11.863, 13.604], [9.171, 13.255, 14.198], [13.771, 13.027, 12.245], [14.348, 13.438, 10.925], [15.846, 13.476, 11.069], [16.569, 13.604, 9.741], [16.226, 12.385, 8.876], [14.743, 12.125, 8.667], [14.072, 12.325, 9.967], [12.681, 12.252, 9.719], [14.304, 13.162, 7.570], [14.420, 10.667, 8.223], [13.792, 14.795, 10.493], [13.861, 11.931, 12.459], [12.700, 13.209, 12.277], [14.236, 13.590, 13.081], [16.029, 14.307, 11.737], [16.092, 12.592, 11.539], [17.631, 13.540, 9.834], [16.261, 14.522, 9.195], [16.721, 11.551, 9.324], [16.604, 12.452, 7.838], [14.818, 14.086, 7.801], [14.670, 12.848, 6.628], [13.223, 13.363, 7.434], [13.394, 10.593, 7.842], [15.002, 10.302, 7.367], [14.592, 10.002, 9.058], [14.398, 15.151, 9.668], [13.789, 15.434, 11.316], [12.743, 14.677, 10.193], [12.474, 11.386, 9.970], [5.581, 12.268, 10.929], [6.796, 11.345, 10.886], [6.819, 10.328, 9.709], [7.955, 12.248, 10.749], [4.615, 11.696, 10.774], [5.729, 12.972, 10.059], [5.614, 12.760, 11.929], [6.832, 10.835, 11.849], [6.023, 9.577, 9.829], [7.800, 9.796, 9.574], [6.623, 10.918, 8.725], [8.745, 11.689, 10.970], [9.890, 16.462, 10.560], [9.783, 15.002, 10.444], [10.051, 14.416, 9.090], [10.501, 14.355, 11.482], [9.224, 16.918, 9.791], [10.909, 16.833, 10.437], [9.604, 16.700, 11.507], [8.708, 14.797, 10.538], [9.592, 13.435, 9.056], [11.068, 14.302, 8.769], [9.564, 15.080, 8.336], [10.296, 13.382, 11.449], [14.455, 6.648, 13.303], [14.918, 8.035, 12.885], [16.252, 8.035, 12.133], [14.030, 8.525, 11.972], [14.517, 5.943, 12.471], [13.407, 6.760, 13.588], [15.093, 6.353, 14.142], [14.928, 8.590, 13.860], [16.090, 7.356, 11.278], [16.938, 7.515, 12.761], [16.545, 9.076, 11.856], [13.178, 8.899, 12.202]]
}

{
  "formula": "C8H10NO3P",
  "method": "ωB97M-V/def2-TZVPD",
  "relative_energy_kj_mol": 17.6,
  "mol_weight_g_mol": 199.15,
  "charge": -2,
  "symbols": ["C", "C", "C", "C", "C", "C", "C", "C", "N", "O", "O", "O", "P", "H", "H", "H", "H", "H", "H", "H", "H", "H", "H"],
  "positions_angstrom": [[-2.170, -0.944, 0.229], [-2.331, 1.141, -0.918], [-0.797, -0.954, 0.021], [-0.956, 1.199, -1.120], [-2.928, 0.163, -0.156], [-0.068, 0.235, -0.553], [-4.412, 0.101, 0.076], [2.128, -0.500, 0.093], [1.202, 0.424, -0.496], [5.862, 1.686, 1.068], [5.971, -0.165, -0.682], [6.125, -0.705, 1.853], [6.040, 0.251, 0.755], [-2.749, -1.740, 0.766], [-2.984, 2.067, -0.999], [-0.336, -1.890, 0.368], [-0.394, 1.888, -1.780], [-4.826, -0.861, -0.259], [-4.450, -0.189, 1.147], [-4.961, 0.988, -0.313], [3.066, 0.032, 0.180], [1.630, -0.707, 1.154], [2.339, -1.519, -0.435]]
}

{
  "formula": "C4H3N",
  "method": "ωB97M-V/def2-TZVPD",
  "relative_energy_kj_mol": 283.2,
  "mol_weight_g_mol": 65.07,
  "symbols": ["C", "C", "C", "C", "N", "H", "H", "H"],
  "positions_angstrom": [[-0.862, -0.979, -0.711], [-0.346, -0.098, -1.453], [-0.126, 0.450, 0.163], [1.316, 0.463, 0.409], [2.451, 0.463, 0.628], [-1.305, -1.792, -0.169], [-0.609, 0.030, 1.059], [-0.519, 1.464, 0.072]]
}